(1)
ORCA calculation (ωB97M-V/def2-TZVPD) on a cluster of 3 separate species, C26H52N2O6S in total at a distorted geometry.

Each line ends with the Löwdin spin population.
Atoms and positions in Å:
C  3.17  0.33  -3.58  0.0000
C  2.60  1.70  -3.92  0.0000
C  1.30  1.88  -3.16  0.0000
O  0.32  2.55  -3.97  0.0000
C  -0.90  2.75  -3.30  0.0000
C  -2.08  2.15  -4.06  0.0000
C  -3.25  1.96  -3.11  0.0000
C  -2.98  0.83  -2.10  0.0001
S  -1.97  -0.52  -2.66  0.0000
O  -1.00  -0.81  -1.65  0.0001
O  -2.84  -1.63  -2.88  0.0000
O  -1.16  -0.14  -3.96  0.0000
C  -1.76  0.88  -4.79  0.0000
H  4.19  0.21  -3.93  0.0000
H  3.12  0.18  -2.51  0.0001
H  2.54  -0.42  -4.04  0.0000
H  2.41  1.80  -4.98  0.0000
H  3.29  2.45  -3.58  0.0000
H  0.92  0.89  -2.92  0.0000
H  1.47  2.39  -2.22  0.0000
H  -0.85  2.37  -2.28  0.0000
H  -1.09  3.82  -3.21  0.0000
H  -2.38  2.87  -4.82  0.0000
H  -4.16  1.79  -3.67  0.0000
H  -3.38  2.87  -2.53  0.0000
H  -3.91  0.39  -1.76  0.0000
H  -2.48  1.25  -1.24  0.0002
H  -1.04  1.10  -5.56  0.0000
H  -2.66  0.49  -5.26  0.0000
C  -3.16  2.25  2.19  0.0033
C  -1.70  1.93  2.59  0.0258
C  -1.59  1.70  4.10  0.0152
C  -1.63  2.98  4.94  0.0008
C  -0.63  4.00  4.41  0.0154
C  -0.81  4.29  2.92  0.0267
N  -0.79  3.02  2.14  0.3623
O  0.42  2.59  2.01  0.5408
C  -2.12  5.07  2.71  0.0019
C  0.30  5.21  2.43  -0.0008
C  -1.35  0.63  1.89  -0.0011
H  -3.20  3.01  1.41  0.0017
H  -3.66  1.37  1.79  -0.0004
H  -3.77  2.60  3.03  0.0000
H  -0.65  1.19  4.32  0.0021
H  -2.39  1.02  4.42  0.0015
H  -2.64  3.40  4.95  0.0003
H  -1.40  2.74  5.98  0.0007
H  -0.71  4.94  4.97  0.0014
H  0.39  3.63  4.59  0.0026
H  -2.31  5.24  1.65  0.0012
H  -2.04  6.05  3.19  -0.0005
H  -2.99  4.59  3.14  0.0000
H  1.29  4.81  2.61  -0.0007
H  0.23  6.17  2.95  -0.0004
H  0.20  5.41  1.36  0.0003
H  -1.36  0.73  0.80  0.0001
H  -2.07  -0.15  2.15  -0.0003
H  -0.37  0.25  2.17  -0.0005
C  0.36  -2.90  0.40  0.0033
C  0.95  -4.03  -0.49  0.0257
C  0.47  -5.40  -0.01  0.0156
C  1.16  -5.91  1.26  0.0008
C  2.68  -5.82  1.11  0.0155
C  3.15  -4.42  0.73  0.0270
N  2.44  -3.95  -0.50  0.3672
O  2.92  -4.52  -1.55  0.5355
C  2.94  -3.47  1.91  0.0019
C  4.65  -4.43  0.47  -0.0007
C  0.38  -3.80  -1.88  -0.0010
H  1.08  -2.10  0.57  0.0016
H  -0.49  -2.41  -0.09  -0.0003
H  0.01  -3.26  1.36  0.0000
H  0.63  -6.13  -0.80  0.0022
H  -0.61  -5.36  0.15  0.0015
H  0.83  -5.35  2.13  0.0003
H  0.87  -6.95  1.44  0.0008
H  3.17  -6.12  2.04  0.0014
H  3.01  -6.54  0.35  0.0026
H  3.22  -2.44  1.64  0.0012
H  3.58  -3.77  2.74  -0.0005
H  1.93  -3.45  2.29  0.0000
H  4.94  -5.15  -0.30  -0.0007
H  5.18  -4.70  1.39  -0.0004
H  5.00  -3.44  0.16  0.0002
H  0.72  -2.85  -2.29  0.0001
H  -0.70  -3.77  -1.84  -0.0003
H  0.65  -4.59  -2.58  -0.0005

The molar mass is 520.8 g/mol. The spin multiplicity is 3. The HOMO energy (alpha / beta) is -7.924 / -8.901 eV. The calculation puts the LUMO energy (alpha / beta) at 0.3 / 0.2 eV. Its expectation value of S² is 2.01.



(2)
ORCA calculation (ωB97M-V/def2-TZVPD) on a structure of composition C16H13F3N3O3SV.

Each line ends with the Löwdin spin population.
Atoms and positions in Å:
V  0.48  -1.08  -0.45  1.9379
C  0.12  -0.61  3.44  0.0021
C  -0.60  0.24  2.61  0.0022
C  -0.11  1.51  2.31  0.0010
C  1.10  1.93  2.86  0.0001
C  1.81  1.08  3.70  0.0005
C  1.32  -0.18  3.99  -0.0003
H  -0.27  -1.59  3.68  0.0000
H  -1.54  -0.08  2.18  0.0002
H  -0.67  2.16  1.65  0.0000
H  1.48  2.91  2.62  0.0000
H  2.75  1.41  4.12  0.0000
H  1.88  -0.84  4.64  0.0000
N  4.38  0.74  -0.47  -0.0033
C  3.06  0.41  -0.56  0.0030
S  2.49  -0.74  0.64  -0.0246
N  2.35  1.02  -1.45  0.0026
N  1.01  0.63  -1.40  -0.0132
C  0.19  1.42  -1.99  0.0288
C  -1.25  1.25  -2.01  0.0003
C  -2.00  2.11  -2.83  0.0054
C  -3.37  2.03  -2.86  -0.0027
C  -4.02  1.10  -2.06  0.0056
C  -3.31  0.25  -1.23  -0.0035
C  -1.92  0.32  -1.19  0.0106
O  -1.26  -0.50  -0.37  0.0102
H  4.99  0.11  0.02  -0.0004
H  4.77  1.24  -1.25  0.0000
H  0.61  2.28  -2.50  0.0008
H  -1.48  2.83  -3.44  0.0002
H  -3.94  2.69  -3.51  -0.0003
H  -5.10  1.03  -2.08  0.0003
H  -3.81  -0.47  -0.60  -0.0001
F  -1.64  -3.98  -0.60  0.0004
C  -0.33  -3.98  -0.39  0.0026
F  0.03  -5.12  0.17  0.0002
F  -0.08  -2.98  0.57  0.0195
C  0.46  -3.64  -1.69  0.0040
O  0.81  -4.54  -2.39  -0.0030
O  0.63  -2.36  -1.86  0.0127

The energy relative to the best compared isomer or geometry (same formula, charge and spin) comes out at 0.0 kcal/mol. The molar mass is 435.3 g/mol. The spin multiplicity is 3. The HOMO energy (alpha / beta) is -8.521 / -8.581 eV. The calculation puts the LUMO energy (alpha / beta) at -0.4 / -0.4 eV. Its expectation value of S² is 2.02.



(3)
ORCA calculation (ωB97M-V/def2-TZVPD) on a cluster of 2 separate species, C12H28N4O6P in total at a distorted geometry.

Each line ends with the Löwdin charge.
Atoms and positions in Å:
C  3.45  0.82  -1.28  -0.1472
C  2.13  -0.13  -1.03  -0.1719
C  0.94  0.64  -0.12  -0.3466
C  -0.35  -0.37  -0.20  -0.1078
C  -1.09  -0.51  -1.64  -0.3333
O  -2.03  0.57  -1.99  -0.1298
C  -2.01  -1.90  -1.57  -0.2364
N  -3.12  -1.94  -2.59  -0.0573
C  1.55  0.31  1.41  -0.3945
O  0.85  -0.40  2.33  -0.1625
O  2.86  0.83  1.88  -0.2588
N  0.76  2.06  -0.35  -0.1568
C  0.43  2.62  -1.66  -0.3169
N  0.63  1.87  -2.93  -0.1101
C  0.00  2.76  -4.03  -0.1340
P  -0.10  3.04  0.83  0.7584
N  -1.70  2.68  0.99  -0.2128
O  0.54  3.10  2.44  -0.2240
O  -0.11  4.72  0.27  -0.2682
H  3.39  1.88  -0.78  0.0802
H  3.73  0.93  -2.43  0.0620
H  4.37  0.24  -0.79  0.0838
H  2.49  -1.11  -0.45  0.1339
H  1.74  -0.50  -2.07  0.0877
H  0.08  -1.46  0.06  0.1411
H  -1.16  -0.18  0.66  0.1307
H  -0.38  -0.66  -2.57  0.1357
H  -2.81  0.45  -1.38  0.0990
H  -2.51  -1.97  -0.49  0.1298
H  -1.25  -2.81  -1.67  0.1220
H  -2.86  -1.50  -3.50  0.0693
H  -4.00  -1.54  -2.20  0.0613
H  1.05  3.64  -1.79  0.1336
H  -0.70  2.98  -1.64  0.1186
H  1.63  1.71  -3.20  0.0877
H  -0.35  3.80  -3.63  0.0833
H  -0.92  2.23  -4.53  0.0853
H  0.86  2.97  -4.81  0.0906
H  -1.89  1.85  0.39  -0.0676
H  0.00  2.47  3.02  0.0954
H  -1.08  5.05  0.27  0.0871
C  0.73  -3.19  4.00  -0.0304
C  -0.33  -4.23  3.75  -0.4939
O  -0.38  -4.84  2.68  0.0368
C  -1.32  -4.49  4.85  -0.0385
H  1.37  -3.10  3.12  0.0847
H  0.26  -2.22  4.18  0.0804
H  1.34  -3.48  4.86  0.0816
H  -1.88  -3.58  5.07  0.0834
H  -0.80  -4.84  5.74  0.0789
H  -2.03  -5.27  4.52  0.0770

The molar mass is 355.4 g/mol. As for the net charge: -1. The spin multiplicity is 1. The HOMO energy is -4.430 eV. The calculation puts the LUMO energy at 2.8 eV.



(4)
ORCA calculation (ωB97M-V/def2-TZVPD) on a cluster of 2 separate species, C4H11N4 in total at a distorted geometry.

Each line ends with the Löwdin spin population.
Atoms and positions in Å:
C  1.60  0.14  0.30  0.2500
C  0.58  -0.29  1.34  0.0869
C  -1.82  0.71  1.29  0.0649
C  -0.86  -0.56  -2.16  0.0063
N  1.20  1.25  -0.42  0.2316
N  -0.46  0.58  0.83  0.5374
N  2.82  -0.38  0.10  0.2874
N  -0.01  1.43  -0.12  0.3791
H  0.17  -1.38  1.12  0.0511
H  0.71  -0.25  2.36  0.0274
H  -1.97  -0.01  2.12  0.0007
H  -2.24  1.72  1.57  0.0288
H  -2.54  0.47  0.55  0.0289
H  -0.61  0.06  -3.13  0.0005
H  -1.54  0.12  -1.67  0.0020
H  0.00  -0.85  -1.61  0.0007
H  3.13  -1.17  0.58  0.0095
H  3.33  -0.14  -0.73  0.0069
H  -1.50  -1.46  -2.31  0.0000

The energy relative to the best compared isomer or geometry (same formula, charge and spin) comes out at 15.9 kcal/mol. The molar mass is 115.2 g/mol. As for the net charge: +1. The spin multiplicity is 3. The HOMO energy (alpha / beta) is -11.916 / -15.232 eV. The calculation puts the LUMO energy (alpha / beta) at -3.1 / -8.0 eV. Its expectation value of S² is 2.01.



(5)
ORCA calculation (ωB97M-V/def2-TZVPD) on the ion C16H16F3N2 with charge +1 at a distorted geometry.

Each line ends with the Löwdin charge.
Atoms and positions in Å:
C  -0.62  0.75  2.77  0.0173
N  0.01  -0.46  2.08  -0.1327
C  1.46  -0.18  2.02  -0.0088
N  -0.32  -1.73  2.33  0.1885
C  -0.50  -2.79  1.17  -0.0553
H  -0.19  1.70  2.39  0.1047
H  -1.69  0.81  2.63  0.0974
H  -0.33  0.77  3.86  0.1247
H  1.73  0.78  1.59  0.0997
H  1.88  -0.17  3.05  0.1292
H  1.89  -0.98  1.43  0.0946
H  -1.15  -2.20  0.54  0.1566
H  0.52  -2.88  0.82  0.1012
F  0.44  -8.90  1.47  0.0608
C  0.65  -7.69  0.85  -0.2217
C  1.30  -7.62  -0.37  0.0726
C  1.43  -6.37  -0.99  -0.2231
F  2.10  -6.29  -2.19  0.0547
C  0.88  -5.21  -0.44  0.0267
C  0.09  -5.33  0.74  -0.1328
C  -0.94  -4.19  1.16  -0.1980
C  -1.95  -4.53  2.25  -0.1833
C  -2.27  -3.62  3.25  -0.0530
C  -3.34  -3.87  4.11  -0.0567
C  -4.06  -5.07  3.98  0.0174
C  -3.68  -6.00  2.98  -0.2006
F  -4.28  -7.25  2.95  0.0439
C  -2.61  -5.75  2.14  0.0241
C  0.12  -6.55  1.46  0.0176
H  1.68  -8.52  -0.87  0.1492
H  1.16  -4.22  -0.81  0.1259
H  -1.56  -4.32  0.23  0.1871
H  -1.68  -2.71  3.38  0.0716
H  -3.55  -3.11  4.89  0.1242
H  -4.88  -5.31  4.65  0.1204
H  -2.22  -6.51  1.46  0.1280
H  -0.18  -6.62  2.48  0.1279

The energy relative to the best compared isomer or geometry (same formula, charge and spin) comes out at 112.3 kcal/mol. The molar mass is 293.3 g/mol. As for the net charge: +1. The spin multiplicity is 1. The HOMO energy is -12.060 eV. The calculation puts the LUMO energy at -7.1 eV. The SMILES is C[N+](C)=NC[C@H](c1cccc(F)c1)c1cc(F)cc(F)c1.



(6)
ORCA calculation (ωB97M-V/def2-TZVPD) on an isolated molecule of C7H10.

Each line ends with the Löwdin charge.
Atoms and positions in Å:
C  -0.04  1.63  -0.78  -0.0927
C  -0.97  0.49  -1.02  -0.1723
C  0.52  0.34  -1.32  -0.1655
C  0.62  -0.85  -0.34  -0.2160
C  0.98  -0.81  1.16  -0.1296
C  -0.42  -0.24  1.49  -0.1313
C  -0.86  -0.62  0.05  -0.2075
H  -0.11  2.40  -1.54  0.1059
H  0.19  2.01  0.21  0.0931
H  -1.80  0.57  -1.72  0.1264
H  1.02  0.33  -2.29  0.1245
H  0.94  -1.74  -0.88  0.1324
H  1.88  -0.31  1.53  0.1005
H  1.01  -1.86  1.48  0.1055
H  -0.95  -0.74  2.31  0.0984
H  -0.43  0.83  1.69  0.0915
H  -1.58  -1.43  -0.03  0.1366

The energy relative to the best compared isomer or geometry (same formula, charge and spin) comes out at 63.3 kcal/mol. The molar mass is 94.2 g/mol. The spin multiplicity is 1. The HOMO energy is -9.011 eV. The calculation puts the LUMO energy at 1.2 eV. The SMILES is C1C[C@H]2[C@@H]1[C@H]1C[C@@H]21.



Copy entry 4 word for word.
ORCA calculation (ωB97M-V/def2-TZVPD) on a cluster of 2 separate species, C4H11N4 in total at a distorted geometry.

Each line ends with the Löwdin spin population.
Atoms and positions in Å:
C  1.60  0.14  0.30  0.2500
C  0.58  -0.29  1.34  0.0869
C  -1.82  0.71  1.29  0.0649
C  -0.86  -0.56  -2.16  0.0063
N  1.20  1.25  -0.42  0.2316
N  -0.46  0.58  0.83  0.5374
N  2.82  -0.38  0.10  0.2874
N  -0.01  1.43  -0.12  0.3791
H  0.17  -1.38  1.12  0.0511
H  0.71  -0.25  2.36  0.0274
H  -1.97  -0.01  2.12  0.0007
H  -2.24  1.72  1.57  0.0288
H  -2.54  0.47  0.55  0.0289
H  -0.61  0.06  -3.13  0.0005
H  -1.54  0.12  -1.67  0.0020
H  0.00  -0.85  -1.61  0.0007
H  3.13  -1.17  0.58  0.0095
H  3.33  -0.14  -0.73  0.0069
H  -1.50  -1.46  -2.31  0.0000

The energy relative to the best compared isomer or geometry (same formula, charge and spin) comes out at 15.9 kcal/mol. The molar mass is 115.2 g/mol. As for the net charge: +1. The spin multiplicity is 3. The HOMO energy (alpha / beta) is -11.916 / -15.232 eV. The calculation puts the LUMO energy (alpha / beta) at -3.1 / -8.0 eV. Its expectation value of S² is 2.01.